Entry 1:
{"formula": "C33H22N5O2PdS2", "method": "ωB97M-V/def2-TZVPD", "s2": 2.02, "e_tot_ev": -71267.7606, "multiplicity": 3, "total_charge": 1, "orbital_gap_ev": [5.1, 5.2], "symbols": ["Pd", "O", "C", "C", "C", "C", "C", "C", "C", "O", "N", "N", "C", "C", "C", "C", "C", "C", "N", "H", "H", "H", "H", "H", "H", "H", "H", "H", "H", "S", "C", "C", "C", "C", "C", "C", "N", "C", "C", "C", "C", "C", "C", "C", "C", "N", "C", "C", "C", "C", "C", "S", "C", "H", "H", "H", "H", "H", "H", "H", "H", "H", "H", "H", "H"], "positions_angstrom": [[-0.158, -0.063, -0.054], [-0.518, 3.218, 4.225], [-0.372, 4.054, 3.180], [-0.310, 5.416, 3.467], [-0.159, 6.340, 2.456], [-0.064, 5.931, 1.126], [-0.125, 4.588, 0.833], [-0.278, 3.628, 1.843], [-0.330, 2.211, 1.464], [-0.246, 1.917, 0.173], [-0.436, 1.294, 2.384], [-0.427, 0.045, 1.834], [-0.594, -1.123, 2.472], [-0.469, -2.268, 1.677], [-0.539, -3.597, 2.149], [-0.380, -4.637, 1.279], [-0.155, -4.382, -0.091], [-0.111, -3.084, -0.517], [-0.267, -2.046, 0.323], [-0.560, 2.302, 3.886], [-0.387, 5.721, 4.503], [-0.116, 7.394, 2.701], [0.054, 6.659, 0.335], [-0.056, 4.244, -0.190], [-0.826, -1.142, 3.527], [-0.714, -3.768, 3.203], [-0.424, -5.656, 1.639], [-0.031, -5.185, -0.802], [0.043, -2.838, -1.560], [-3.269, -0.015, -4.891], [-3.817, -0.005, -6.504], [-2.785, -0.015, -7.391], [-1.524, -0.029, -6.745], [-1.615, -0.030, -5.381], [-0.519, -0.041, -4.408], [-0.780, -0.085, -3.025], [0.171, -0.095, -2.111], [1.466, -0.055, -2.488], [1.830, -0.012, -3.831], [3.229, 0.036, -4.167], [4.174, 0.049, -3.206], [3.816, 0.017, -1.812], [4.754, 0.054, -0.770], [4.353, 0.039, 0.550], [2.964, -0.023, 0.791], [2.081, -0.067, -0.176], [2.468, -0.040, -1.466], [5.290, 0.090, 1.674], [5.006, 0.144, 3.011], [6.164, 0.184, 3.827], [7.310, 0.160, 3.095], [6.996, 0.096, 1.422], [0.807, -0.005, -4.787], [-4.876, 0.009, -6.708], [-2.919, -0.011, -8.462], [-0.586, -0.039, -7.284], [-1.798, -0.114, -2.657], [3.507, 0.066, -5.213], [5.224, 0.090, -3.469], [5.809, 0.105, -1.016], [2.571, -0.036, 1.800], [4.003, 0.163, 3.415], [6.143, 0.231, 4.906], [8.329, 0.180, 3.448], [1.073, 0.035, -5.836]], "atomic_forces_ev_per_a": [[0.236, 0.267, 0.339], [-0.008, -0.089, -0.081], [-0.007, -0.040, -0.027], [0.002, 0.064, 0.035], [0.005, 0.020, -0.006], [0.001, -0.003, 0.007], [-0.009, -0.036, 0.009], [-0.005, 0.011, -0.099], [0.093, 0.147, -0.072], [-0.072, -0.131, 0.041], [-0.094, -0.204, 0.025], [0.202, -0.181, 0.114], [-0.064, 0.282, 0.026], [0.029, -0.088, -0.187], [-0.007, -0.018, 0.046], [0.011, -0.030, -0.064], [-0.019, -0.075, 0.037], [-0.031, 0.054, 0.048], [-0.027, -0.098, 0.044], [0.018, 0.056, 0.037], [0.001, -0.009, -0.020], [0.000, -0.011, 0.002], [-0.005, -0.008, 0.012], [-0.004, 0.012, 0.021], [-0.014, 0.025, 0.003], [0.008, 0.003, -0.017], [-0.005, 0.006, 0.000], [0.000, 0.003, 0.014], [0.023, 0.030, -0.007], [0.030, 0.015, 0.042], [-0.044, -0.010, 0.034], [0.043, 0.004, -0.012], [0.072, 0.003, -0.112], [-0.061, -0.015, 0.090], [-0.078, -0.006, -0.017], [0.007, -0.016, -0.017], [-0.253, 0.031, -0.215], [0.003, 0.004, 0.118], [0.114, 0.003, -0.132], [-0.056, -0.001, -0.040], [0.039, 0.000, 0.049], [0.102, 0.002, -0.084], [0.118, 0.011, -0.022], [-0.010, 0.019, 0.084], [-0.052, -0.014, 0.133], [-0.265, 0.033, -0.060], [0.053, -0.014, -0.026], [0.052, 0.009, -0.091], [-0.082, 0.002, 0.112], [-0.043, -0.008, -0.002], [0.019, 0.021, -0.018], [-0.008, -0.038, -0.055], [0.081, 0.005, -0.073], [0.036, -0.002, -0.013], [0.013, 0.001, 0.029], [-0.047, -0.001, 0.002], [-0.009, 0.009, 0.016], [-0.003, -0.001, 0.014], [-0.013, 0.000, 0.014], [-0.020, -0.002, -0.030], [-0.016, -0.003, -0.010], [0.037, 0.003, 0.001], [-0.001, -0.001, -0.018], [-0.026, 0.003, 0.008], [0.011, -0.001, 0.022]]}

***

Entry 2:
{"formula": "C69H69BrGeN6O2PbSi3", "method": "ωB97M-V/def2-TZVPD", "s2": 0.89, "e_tot_ev": -241137.0995, "multiplicity": 2, "total_charge": 1, "orbital_gap_ev": [4.6, 5.2], "symbols": ["Pb", "C", "C", "C", "C", "C", "C", "C", "C", "C", "C", "C", "N", "C", "C", "C", "C", "C", "C", "C", "C", "C", "C", "C", "C", "C", "N", "C", "C", "C", "C", "C", "C", "C", "C", "C", "C", "C", "C", "N", "C", "C", "N", "C", "C", "C", "C", "C", "C", "H", "H", "H", "H", "H", "H", "H", "H", "H", "H", "H", "H", "H", "H", "H", "H", "H", "H", "H", "H", "H", "H", "H", "H", "H", "H", "H", "H", "O", "C", "C", "C", "C", "C", "C", "C", "O", "N", "N", "C", "C", "Br", "C", "C", "C", "C", "C", "C", "C", "H", "H", "H", "H", "H", "H", "H", "H", "H", "H", "H", "H", "H", "H", "C", "Si", "C", "C", "Ge", "Si", "C", "C", "C", "Si", "C", "C", "C", "H", "H", "H", "H", "H", "H", "H", "H", "H", "H", "H", "H", "H", "H", "H", "H", "H", "H", "H", "H", "H", "H", "H", "H", "H", "H", "H"], "positions_angstrom": [[0.350, -0.848, 0.536], [7.354, -2.716, 3.861], [6.683, -1.502, 3.819], [5.397, -1.435, 3.309], [4.762, -2.580, 2.834], [5.443, -3.791, 2.877], [6.728, -3.860, 3.391], [3.367, -2.471, 2.258], [2.504, -1.534, 3.074], [2.567, -1.413, 4.500], [1.654, -0.467, 4.850], [1.042, -0.005, 3.634], [1.574, -0.741, 2.567], [0.239, 1.125, 3.568], [-0.125, 1.826, 2.381], [-0.570, 3.188, 2.286], [-0.349, 3.580, 0.996], [0.236, 2.452, 0.307], [1.108, 2.496, -0.824], [1.311, 3.819, -1.499], [2.298, 4.669, -0.996], [2.517, 5.913, -1.568], [1.782, 6.309, -2.678], [0.819, 5.463, -3.199], [0.571, 4.234, -2.599], [2.096, 1.514, -1.079], [2.226, 0.332, -0.436], [3.471, -0.163, -0.720], [4.076, -1.257, -0.110], [5.534, -1.358, -0.266], [6.163, -2.582, -0.516], [7.531, -2.639, -0.718], [8.300, -1.485, -0.669], [7.694, -0.267, -0.395], [6.328, -0.203, -0.193], [3.312, -2.268, 0.695], [1.694, -3.710, 1.064], [2.735, -3.833, 2.012], [3.204, -3.839, 0.377], [2.038, -2.700, 0.212], [4.107, 0.706, -1.706], [3.255, 1.724, -1.938], [0.242, 1.398, 1.159], [0.008, 1.862, 4.849], [0.899, 2.881, 5.185], [0.728, 3.603, 6.356], [-0.344, 3.320, 7.194], [-1.227, 2.304, 6.865], [-1.054, 1.575, 5.695], [8.365, -2.767, 4.245], [7.164, -0.603, 4.182], [4.878, -0.484, 3.269], [4.983, -4.695, 2.497], [7.248, -4.810, 3.417], [3.239, -1.959, 5.144], [1.433, -0.097, 5.838], [-0.940, 3.784, 3.106], [-0.484, 4.560, 0.584], [2.888, 4.343, -0.147], [3.272, 6.568, -1.152], [1.963, 7.276, -3.131], [0.254, 5.761, -4.075], [-0.198, 3.587, -2.994], [5.566, -3.480, -0.594], [8.004, -3.594, -0.913], [9.369, -1.536, -0.836], [8.291, 0.635, -0.336], [5.869, 0.742, 0.068], [0.866, -4.368, 0.857], [2.784, -4.662, 2.703], [5.061, 0.521, -2.172], [3.391, 2.553, -2.615], [1.729, 3.097, 4.521], [1.432, 4.384, 6.612], [-0.482, 3.893, 8.102], [-2.055, 2.076, 7.524], [-1.746, 0.779, 5.443], [-5.112, -3.183, 0.905], [-4.676, -2.955, 2.174], [-5.611, -3.101, 3.193], [-5.247, -2.894, 4.512], [-3.937, -2.556, 4.825], [-3.011, -2.400, 3.806], [-3.357, -2.587, 2.471], [-2.274, -2.285, 1.430], [-1.043, -2.280, 1.947], [-2.393, -3.228, 0.256], [-1.707, -2.806, -0.821], [-1.335, -3.623, -1.726], [-0.572, -3.207, -2.897], [0.485, -1.599, -2.736], [-0.464, -3.876, -4.046], [-1.308, -5.005, -4.461], [-0.770, -6.000, -5.282], [-1.571, -7.016, -5.775], [-2.927, -7.043, -5.477], [-3.473, -6.061, -4.664], [-2.670, -5.054, -4.152], [-4.327, -3.187, 0.326], [-6.621, -3.387, 2.925], [-5.985, -3.010, 5.295], [-3.639, -2.418, 5.856], [-1.983, -2.131, 4.013], [-2.555, -1.316, 0.934], [-2.298, -4.213, 0.503], [-1.557, -4.691, -1.661], [0.269, -3.542, -4.772], [0.285, -5.972, -5.526], [-1.139, -7.782, -6.406], [-3.558, -7.820, -5.889], [-4.533, -6.069, -4.442], [-3.107, -4.270, -3.545], [-2.363, -0.204, -4.409], [-1.628, 1.495, -4.084], [-2.527, 2.778, -5.144], [0.216, 1.549, -4.457], [-2.443, 2.359, -1.860], [-2.990, 4.744, -1.275], [-4.002, 4.635, 0.309], [-1.751, 6.156, -1.072], [-4.082, 5.156, -2.766], [-4.392, 1.080, -1.053], [-4.630, 1.097, 0.812], [-5.784, 2.054, -1.898], [-4.486, -0.628, -1.817], [-3.395, -0.126, -4.758], [-2.344, -0.839, -3.523], [-1.782, -0.708, -5.185], [-2.403, 2.539, -6.203], [-2.131, 3.783, -4.979], [-3.600, 2.799, -4.933], [0.451, 0.757, -5.172], [0.831, 1.381, -3.573], [0.500, 2.504, -4.899], [-3.400, 4.230, 1.126], [-4.890, 4.011, 0.196], [-4.331, 5.635, 0.606], [-1.810, 6.560, -0.059], [-2.002, 6.959, -1.769], [-0.719, 5.874, -1.265], [-4.681, 4.304, -3.097], [-3.470, 5.489, -3.607], [-4.768, 5.966, -2.508], [-4.135, 1.943, 1.289], [-4.245, 0.184, 1.272], [-5.697, 1.154, 1.043], [-5.942, 3.044, -1.465], [-6.713, 1.489, -1.789], [-5.598, 2.174, -2.970], [-3.580, -1.210, -1.646], [-4.663, -0.569, -2.892], [-5.329, -1.156, -1.367]], "atomic_forces_ev_per_a": [[-1.591, -0.338, -0.158], [0.033, 0.003, -0.033], [0.032, 0.081, -0.001], [0.023, 0.046, -0.121], [0.113, 0.068, -0.239], [-0.098, -0.066, -0.042], [0.143, -0.025, -0.013], [-0.314, 0.307, -0.525], [-0.310, 0.095, -0.019], [-0.083, 0.064, 0.298], [0.158, -0.292, 0.049], [-0.382, 0.344, 0.089], [0.556, -0.012, 0.023], [0.365, -0.284, 0.182], [-0.182, 0.196, -0.459], [-0.057, -0.063, 0.183], [-0.023, -0.033, -0.122], [-0.061, -0.013, -0.098], [-0.027, -0.008, -0.024], [-0.131, 0.000, 0.071], [-0.105, 0.018, 0.027], [0.058, -0.024, 0.034], [0.025, 0.032, -0.020], [0.034, -0.030, -0.089], [0.192, -0.002, -0.017], [-0.046, -0.135, 0.161], [0.409, 0.244, 0.156], [0.081, -0.261, 0.044], [-0.372, 0.205, -0.210], [0.143, -0.279, 0.122], [-0.117, -0.020, 0.031], [0.057, -0.078, 0.006], [0.021, -0.016, 0.017], [0.070, 0.024, -0.052], [-0.030, -0.109, 0.290], [0.089, -0.115, 0.871], [-0.253, 0.310, 0.456], [-0.439, 0.464, 0.096], [1.411, -0.699, -0.670], [-0.094, -0.019, -0.066], [-0.116, 0.114, -0.226], [0.127, -0.028, -0.116], [0.451, 0.242, 0.484], [-0.082, 0.082, 0.021], [-0.036, -0.042, 0.004], [-0.017, -0.010, -0.029], [0.071, 0.027, -0.005], [-0.029, 0.014, 0.048], [-0.060, -0.099, -0.064], [-0.046, -0.002, 0.036], [-0.010, -0.018, -0.018], [0.054, -0.003, 0.029], [0.051, 0.048, 0.019], [-0.036, 0.019, -0.004], [-0.018, 0.047, -0.011], [0.032, 0.007, -0.029], [0.038, 0.024, -0.058], [0.027, 0.229, -0.055], [-0.020, 0.045, 0.006], [-0.011, -0.014, -0.023], [0.001, -0.027, -0.009], [-0.028, 0.001, 0.040], [0.031, 0.036, -0.041], [-0.024, -0.027, 0.071], [-0.032, 0.023, -0.035], [-0.022, 0.000, 0.026], [-0.016, -0.013, 0.023], [0.025, -0.024, 0.017], [0.048, 0.006, -0.104], [0.049, -0.116, -0.176], [-0.094, 0.063, -0.034], [-0.002, -0.029, 0.013], [-0.005, 0.007, 0.034], [-0.030, 0.000, 0.001], [-0.010, -0.041, 0.006], [-0.006, -0.011, -0.032], [0.014, 0.008, -0.016], [0.102, 0.120, -0.313], [0.113, 0.074, 0.201], [-0.053, -0.007, -0.022], [0.000, -0.049, -0.019], [0.035, 0.058, 0.061], [-0.015, -0.025, 0.039], [0.023, -0.035, -0.102], [-0.111, -0.062, -0.270], [0.615, 0.182, 0.003], [-0.749, -0.037, 0.224], [0.284, 0.184, -0.164], [-0.115, -0.131, 0.194], [0.326, 0.317, -0.073], [-0.183, -0.357, -0.242], [-0.050, 0.045, -0.001], [-0.111, -0.117, -0.057], [0.013, 0.042, 0.072], [0.017, -0.020, -0.033], [0.010, -0.011, 0.014], [-0.034, -0.025, 0.031], [0.060, 0.039, -0.028], [-0.062, 0.009, 0.014], [0.025, 0.008, 0.006], [0.009, -0.010, -0.009], [-0.016, 0.018, -0.019], [-0.028, -0.038, 0.005], [0.039, -0.106, 0.049], [0.214, 0.002, -0.004], [0.000, -0.015, -0.031], [-0.009, 0.017, 0.029], [-0.027, 0.008, -0.033], [-0.010, 0.014, 0.010], [0.015, 0.002, 0.026], [0.027, -0.007, 0.016], [-0.022, -0.005, -0.056], [0.026, 0.118, 0.233], [-0.060, 0.093, -0.233], [0.047, -0.038, 0.258], [-0.139, -0.029, 0.180], [-0.166, 0.249, -0.116], [-0.192, 0.262, 0.062], [0.078, -0.187, -0.171], [0.075, -0.331, 0.008], [0.129, -0.329, 0.057], [-0.426, -0.140, 0.029], [0.269, -0.031, -0.122], [0.314, 0.227, 0.044], [0.225, 0.117, 0.108], [0.031, 0.034, 0.029], [0.025, -0.003, -0.099], [0.034, 0.073, 0.003], [0.018, -0.056, 0.030], [-0.008, -0.029, -0.022], [0.018, 0.013, -0.050], [-0.091, -0.014, 0.019], [0.043, 0.015, -0.011], [-0.011, 0.003, 0.031], [-0.006, 0.018, -0.015], [0.055, 0.026, 0.054], [0.037, 0.024, -0.089], [-0.058, -0.059, -0.003], [-0.051, -0.066, -0.005], [-0.004, 0.061, 0.051], [-0.023, 0.133, -0.030], [-0.008, -0.024, 0.023], [0.033, -0.006, 0.069], [-0.036, -0.027, -0.010], [0.010, -0.015, -0.025], [0.001, -0.005, -0.069], [-0.024, -0.065, -0.067], [0.058, -0.077, 0.036], [-0.074, -0.022, 0.025], [-0.016, -0.103, 0.058], [0.001, 0.036, 0.093], [-0.034, -0.044, 0.097]]}